1.
The following is a DFT calculation (the ωB97M-V functional and the def2-TZVPD basis) of a structure of composition C15H68BNO30 in a non-equilibrium geometry.

Geometry as XYZ:
```
115
Properties=species:S:1:pos:R:3:mulliken_charge:R:1
C -3.431 1.333 1.651 -1.61
C -2.042 1.338 2.252 -1.71
C -0.991 1.527 1.216 0.42
C -0.523 0.136 0.669 -0.36
N 0.621 0.237 -0.366 1.41
C 1.872 1.188 -0.056 -1.70
C 1.610 2.543 -0.583 0.69
C 0.676 2.256 -1.688 -0.30
C 0.263 0.760 -1.692 1.09
C 1.275 -1.232 -0.512 -0.85
C 0.256 -2.223 -1.254 0.19
C 0.732 -3.686 -1.101 -1.01
H -3.657 0.647 0.870 0.41
H -3.834 2.235 1.284 0.02
H -4.154 1.185 2.460 0.59
H -2.164 0.436 2.804 -0.09
H -2.230 1.960 2.864 1.46
H -0.075 1.901 1.654 0.24
H -1.382 2.171 0.511 0.21
H -1.392 -0.444 0.247 -0.04
H -0.061 -0.451 1.459 0.05
H 2.663 0.890 -0.507 1.39
H 2.009 1.204 1.084 0.05
H 2.592 3.175 -0.706 0.25
H 0.956 3.364 0.159 -0.68
H 1.209 2.483 -2.693 -0.01
H -0.290 2.843 -1.518 0.20
H 0.800 0.142 -2.433 0.96
H -0.870 1.004 -1.871 -1.80
H 1.803 -1.578 0.389 0.23
H 2.063 -0.896 -1.197 0.69
H 0.129 -1.975 -2.267 0.27
H -0.830 -2.150 -0.773 -0.14
H 1.585 -3.877 -1.729 0.37
H -0.195 -4.386 -1.231 0.32
H 0.991 -4.218 -0.129 -0.01
O -3.087 4.030 -1.052 -0.81
C -3.402 3.160 -1.828 0.41
O -2.791 2.115 -1.911 0.07
B -3.455 1.209 -2.870 0.99
O -4.652 2.034 -3.311 -0.43
C -4.597 3.016 -2.593 0.25
O -5.708 3.499 -2.373 -0.67
O -3.784 -0.071 -2.357 -0.50
C -3.143 -0.961 -2.974 0.65
O -3.144 -2.126 -2.642 -0.75
C -2.255 -0.248 -3.900 0.72
O -2.407 0.923 -3.951 -0.57
O -1.665 -0.904 -4.738 -0.73
O 3.939 -5.710 0.442 -0.51
H 4.639 -6.316 0.613 0.27
H 3.258 -6.141 0.273 0.27
O 0.499 -4.529 2.968 -0.60
H 0.418 -4.531 3.911 0.30
H 1.263 -3.966 2.736 0.38
O 1.631 -7.262 -0.061 -0.67
H 1.084 -7.110 -0.831 0.34
H 1.851 -8.188 0.273 0.27
O 4.408 -1.978 -0.073 -0.52
H 5.251 -1.545 0.088 0.28
H 4.028 -2.027 0.750 0.29
O 1.860 -1.712 -5.158 -0.61
H 2.440 -1.083 -4.523 0.38
H 1.413 -1.141 -5.750 0.26
O 2.908 -3.426 1.913 -0.73
H 3.340 -3.526 2.814 0.32
H 3.211 -4.249 1.543 0.36
O 1.213 5.139 2.107 -0.57
H 0.714 5.338 1.243 0.27
H 0.713 5.247 2.819 0.25
O 2.732 2.485 -5.352 -0.61
H 1.824 3.052 -5.507 0.33
H 2.929 2.705 -6.202 0.26
O 3.530 3.200 2.302 -0.61
H 2.881 3.737 2.082 0.23
H 3.450 2.888 3.263 0.31
O 3.088 0.301 -3.525 -0.56
H 4.056 0.437 -3.255 0.28
H 2.789 0.976 -3.887 0.25
O 3.927 5.425 -1.038 -0.63
H 4.307 4.965 -1.776 0.30
H 3.157 5.862 -1.344 0.30
O -0.639 -0.303 5.264 -0.71
H 0.075 -0.434 4.565 0.31
H -1.365 -0.922 4.932 0.30
O 2.978 -5.318 -4.185 -0.61
H 3.357 -5.161 -3.254 0.33
H 2.104 -5.051 -4.103 0.31
O -1.809 -4.752 -3.434 -0.62
H -0.973 -4.713 -3.775 0.27
H -2.163 -3.792 -3.139 0.43
O -5.413 3.470 2.960 -0.53
H -5.889 4.363 2.961 0.29
H -5.495 3.399 2.022 0.28
O 4.908 1.016 1.110 -0.61
H 4.683 1.796 1.629 0.29
H 5.763 1.478 0.560 0.36
O -1.484 4.729 3.946 -0.57
H -2.062 4.632 3.250 0.39
H -1.682 3.973 4.568 0.35
O -0.789 -7.221 -1.738 -0.66
H -0.856 -8.100 -2.327 0.30
H -1.506 -6.638 -2.129 0.34
O -1.671 -2.418 2.475 -0.52
H -0.924 -2.860 2.182 0.31
H -1.913 -2.724 3.397 0.25
O -4.608 2.791 5.632 -0.64
H -3.751 2.405 5.381 0.35
H -4.933 2.669 4.820 0.35
O -2.826 5.093 1.563 -0.62
H -2.706 4.717 0.794 0.33
H -3.810 5.135 1.449 0.27
O -1.932 2.250 5.766 -0.62
H -1.840 2.352 6.696 0.26
H -1.480 1.341 5.522 0.35
```

Properties
gap between HOMO and LUMO = 9.2782 eV
energy relative to the best compared isomer or geometry (same formula, charge and spin) = 50.6 kcal/mol
calculated total energy = -80243.992 eV
charge = 0

=====

2.
The following is a DFT calculation (the ωB97M-V functional and the def2-TZVPD basis) of a structure of composition C17H39GaOP3Se in a non-equilibrium geometry.

Geometry as XYZ:
```
62
Properties=species:S:1:pos:R:3:mulliken_charge:R:1
Ga 1.574 0.339 0.427 -0.28
P 1.420 2.598 -0.644 0.71
P -2.116 1.149 -1.529 0.69
P 1.013 -1.245 -1.116 1.00
H 2.288 -1.047 3.973 0.39
C 2.843 -0.836 3.075 -0.35
C 2.389 0.082 2.082 0.36
H 1.702 0.804 2.603 0.33
C 0.638 3.884 0.391 -1.13
C 0.766 3.082 -2.280 -0.98
C 3.109 3.280 -0.785 -1.44
C -3.598 0.085 -1.238 -1.22
C -2.914 2.748 -1.092 -1.21
C -2.295 1.273 -3.357 -1.32
C 2.106 -2.637 -0.689 -1.25
C 1.469 -0.669 -2.788 -1.27
C -0.609 -2.005 -1.345 -1.06
H 3.862 -1.176 3.074 0.29
H 3.375 0.431 1.642 0.30
H 0.807 3.672 1.451 0.38
H -0.444 3.900 0.240 0.20
H 1.048 4.873 0.154 0.48
H -0.292 3.360 -2.235 0.15
H 0.877 2.276 -3.005 0.27
H 1.315 3.957 -2.654 0.54
H 3.612 3.252 0.187 0.43
H 3.076 4.310 -1.155 0.50
H 3.698 2.672 -1.478 0.43
H -4.460 0.475 -1.799 0.46
H -3.821 0.084 -0.163 0.29
H -3.400 -0.956 -1.535 0.36
H -3.942 2.758 -1.476 0.48
H -2.348 3.582 -1.525 0.44
H -2.897 2.834 0.010 0.24
H -3.315 1.562 -3.610 0.45
H -2.061 0.307 -3.824 0.38
H -1.590 2.001 -3.778 0.34
H 2.162 -3.255 -1.603 0.49
H 1.661 -3.201 0.148 0.24
H 3.105 -2.266 -0.427 0.49
H 1.864 -1.547 -3.315 0.48
H 2.246 0.107 -2.748 0.46
H 0.586 -0.288 -3.323 0.22
H -0.477 -3.059 -1.598 0.59
H -1.185 -1.563 -2.161 0.40
H -1.198 -1.960 -0.426 0.15
C -1.197 -2.660 2.600 0.04
C 0.027 -2.579 3.279 -0.23
C 0.934 -3.624 3.252 -0.63
C 0.644 -4.801 2.537 -0.70
C -0.527 -4.851 1.765 -0.55
C -1.428 -3.788 1.778 -0.34
Se -2.533 -1.286 2.801 -0.08
H -2.029 -0.880 4.128 0.16
H 0.268 -1.654 3.830 0.50
H 1.862 -3.573 3.841 0.48
H 1.304 -5.665 2.598 0.46
H -0.729 -5.739 1.151 0.43
H -2.352 -3.856 1.197 0.54
O -1.811 2.426 1.837 -0.39
H -1.937 1.514 2.121 0.15
H -2.142 2.990 2.534 0.25
```

Properties
gap between HOMO and LUMO = 4.0922 eV
energy relative to the best compared isomer or geometry (same formula, charge and spin) = 28.8 kcal/mol
calculated total energy = -165868.268 eV
charge = +3

=====

3.
The following is a DFT calculation (the ωB97M-V functional and the def2-TZVPD basis) of a structure of composition C30H48OsP2 in a non-equilibrium geometry.

Geometry as XYZ:
```
81
Properties=species:S:1:pos:R:3:mulliken_spin:R:1
Os 0.566 -0.989 0.206 1.59
C -0.459 -2.472 1.564 0.14
C 0.912 -2.784 1.178 0.29
C 0.928 -1.186 2.897 0.13
C -0.416 -1.507 2.625 0.14
C 1.750 -1.900 1.951 0.22
C -1.679 -3.300 1.247 0.01
H -1.527 -3.973 0.389 0.00
H -2.551 -2.656 1.052 0.00
H -1.931 -3.934 2.116 0.00
C -1.615 -0.919 3.261 0.03
H -2.519 -1.144 2.683 0.01
H -1.522 0.172 3.317 0.00
H -1.732 -1.304 4.283 0.00
C 1.446 -0.299 3.961 0.04
H 2.072 -0.856 4.668 0.00
H 0.624 0.169 4.519 0.00
H 2.082 0.502 3.558 0.00
C 3.224 -1.879 1.886 -0.08
H 3.680 -2.576 2.601 0.01
H 3.589 -0.872 2.104 0.00
H 3.527 -2.183 0.879 0.01
C 1.360 -3.970 0.389 -0.06
H 1.718 -4.785 1.034 0.00
H 2.194 -3.697 -0.268 0.01
H 0.549 -4.376 -0.220 0.00
C -1.400 0.310 -3.607 0.04
C -1.631 -1.020 -3.500 0.01
C -0.746 -2.087 -4.048 0.00
C 0.777 -1.892 -3.823 0.04
C 1.272 -1.003 -2.698 0.16
C 1.423 0.327 -2.870 0.04
C 1.066 1.066 -4.114 0.00
C -0.436 0.939 -4.561 0.00
H -0.911 -2.159 -5.143 0.00
H 1.222 -1.578 -4.788 0.00
H -1.059 -3.063 -3.640 0.00
H -0.472 0.475 -5.566 0.00
H -2.146 1.020 -3.229 0.00
H -2.607 -1.392 -3.165 0.00
H -0.791 1.977 -4.686 0.00
H 1.257 2.143 -3.980 0.00
H 1.895 0.965 -2.111 -0.04
H 1.669 0.753 -4.981 0.00
H 1.170 -2.907 -3.608 0.00
H 1.667 -1.563 -1.813 -0.09
P -1.523 0.608 0.209 0.17
P 1.711 1.336 0.461 0.20
C -0.677 1.785 -0.988 0.15
C 0.546 2.523 -0.428 -0.05
H -1.458 2.454 -1.367 0.01
H -0.365 1.178 -1.835 -0.05
H 1.120 3.067 -1.195 0.00
H 0.215 3.253 0.319 -0.01
C 2.389 2.363 1.836 0.00
H 3.040 1.738 2.462 0.00
H 1.615 2.823 2.460 0.00
H 2.997 3.164 1.388 0.00
C 3.395 1.032 -0.286 0.02
H 3.870 2.003 -0.494 0.00
H 3.363 0.422 -1.198 0.00
H 3.981 0.472 0.455 0.00
C -3.253 0.259 -0.268 0.07
H -3.459 -0.815 -0.341 0.00
H -3.425 0.696 -1.257 0.00
H -3.974 0.674 0.447 0.01
C -0.993 -1.205 -0.897 0.77
H -0.436 -2.202 -0.552 -0.04
H -0.471 -0.814 -1.779 -0.17
H -1.990 -1.571 -1.125 0.07
C -2.124 4.243 3.037 0.00
C -1.000 3.412 3.228 0.00
C -0.872 2.232 2.474 0.05
C -1.839 1.917 1.474 0.11
C -2.892 2.811 1.232 0.00
C -3.071 3.942 2.044 0.00
H -2.214 5.135 3.664 0.00
H -0.217 3.682 3.965 0.00
H -0.016 1.556 2.675 -0.01
H -3.542 2.632 0.378 0.00
H -3.921 4.606 1.854 0.00
```

Properties
gap between HOMO and LUMO (alpha / beta) = 5.5004 / 7.0757 eV
energy relative to the best compared isomer or geometry (same formula, charge and spin) = 79.8 kcal/mol
multiplicity = 5
calculated total energy = -52911.467 eV
charge = +2

=====

4.
The following is a DFT calculation (the ωB97M-V functional and the def2-TZVPD basis) of a structure of composition C44H61N2OSi4Ti.

Geometry as XYZ:
```
113
Properties=species:S:1:pos:R:3:mulliken_charge:R:1
Ti -0.118 -0.306 0.128 -2.51
C 3.608 0.258 -1.960 -0.91
Si 2.180 -0.947 -1.996 -0.01
C 2.760 -2.349 -3.099 -1.22
C 0.744 -0.133 -2.909 -0.45
C 1.584 -1.455 -0.259 2.58
Si 1.543 -3.368 -0.171 0.95
C 3.262 -4.109 -0.445 -1.53
C 0.409 -4.146 -1.443 -1.18
C 0.990 -3.965 1.528 -0.96
Si 2.637 -0.934 1.223 -0.24
C 4.064 -2.002 1.786 -1.32
C 3.299 0.807 1.292 -1.13
C 1.325 -0.936 2.618 -0.46
C 1.564 -1.256 3.948 -0.49
C 0.539 -1.183 4.876 -0.80
C -0.723 -0.782 4.457 -1.14
C -0.915 -0.484 3.126 -0.34
N 0.080 -0.565 2.227 2.42
H 3.911 0.468 -2.989 0.51
H 4.478 -0.155 -1.444 0.40
H 3.347 1.203 -1.483 -0.20
H 2.935 -1.893 -4.079 0.52
H 2.051 -3.161 -3.244 0.37
H 3.709 -2.774 -2.772 0.29
H 0.910 -0.230 -3.985 0.87
H 0.699 0.928 -2.673 -0.49
H -0.237 -0.576 -2.701 -0.02
H 4.064 -3.380 -0.547 0.30
H 3.257 -4.716 -1.351 0.50
H 3.521 -4.767 0.388 0.44
H 0.936 -4.970 -1.931 0.62
H 0.070 -3.462 -2.219 0.25
H -0.474 -4.560 -0.958 0.16
H 1.737 -3.802 2.306 0.39
H 0.836 -5.046 1.452 0.48
H 0.050 -3.526 1.862 -0.03
H 4.871 -1.951 1.052 0.38
H 3.843 -3.049 1.974 0.38
H 4.454 -1.559 2.707 0.52
H 4.141 0.962 0.619 0.51
H 3.654 0.989 2.311 0.57
H 2.548 1.559 1.063 -0.25
H 2.555 -1.569 4.247 0.51
H 0.717 -1.438 5.913 0.47
H -1.552 -0.706 5.147 0.61
H -1.879 -0.174 2.754 -0.10
C -2.869 -5.231 1.782 -2.12
C -2.729 -4.339 0.579 0.71
C -3.045 -4.806 -0.692 -0.68
C -2.915 -4.004 -1.824 0.65
C -3.252 -4.546 -3.185 -1.97
C -2.463 -2.702 -1.667 0.04
C -2.176 -2.199 -0.402 -0.49
C -2.303 -3.021 0.712 0.35
N -1.896 -0.804 -0.222 0.79
C -3.111 0.099 -0.370 1.40
C -4.425 -0.672 -0.510 -1.68
C -3.228 0.955 0.891 -1.95
C -2.917 0.987 -1.591 -1.42
H -3.915 -5.487 1.959 0.42
H -2.483 -4.749 2.680 0.35
H -2.325 -6.166 1.639 0.42
H -3.390 -5.829 -0.808 0.42
H -2.829 -5.541 -3.325 0.42
H -2.872 -3.900 -3.976 0.39
H -4.333 -4.629 -3.311 0.35
H -2.350 -2.058 -2.532 0.13
H -2.109 -2.608 1.695 0.53
H -4.556 -1.404 0.287 0.35
H -4.513 -1.184 -1.467 0.34
H -5.237 0.052 -0.442 0.50
H -3.572 0.348 1.731 0.37
H -3.965 1.744 0.738 0.67
H -2.284 1.436 1.146 -0.11
H -2.772 0.386 -2.491 0.31
H -2.054 1.634 -1.460 -0.30
H -3.791 1.622 -1.741 0.56
O 0.202 1.420 -0.188 0.99
Si 0.187 3.109 -0.117 0.10
C -0.456 3.919 -1.668 0.94
C -0.802 3.338 -2.887 0.19
C -1.173 4.117 -3.975 -0.98
C -1.210 5.498 -3.863 -0.72
C -0.864 6.101 -2.661 -0.78
C -0.483 5.319 -1.583 -0.71
C 1.918 3.753 0.117 0.42
C 2.378 4.275 1.328 0.07
C 3.682 4.733 1.458 -0.83
C 4.548 4.677 0.375 -0.64
C 4.102 4.183 -0.844 -0.59
C 2.796 3.737 -0.971 -0.38
C -0.864 3.492 1.380 0.17
C -2.035 4.247 1.318 -0.34
C -2.838 4.415 2.439 -0.80
C -2.480 3.827 3.644 -0.85
C -1.313 3.079 3.729 -1.02
C -0.515 2.915 2.607 0.38
H -0.790 2.263 -3.005 0.15
H -1.433 3.642 -4.912 0.45
H -1.501 6.104 -4.711 0.41
H -0.882 7.179 -2.568 0.45
H -0.188 5.812 -0.661 0.46
H 1.711 4.334 2.180 0.40
H 4.021 5.139 2.402 0.46
H 5.565 5.033 0.476 0.41
H 4.769 4.160 -1.696 0.44
H 2.452 3.381 -1.938 0.47
H -2.335 4.699 0.380 0.39
H -3.743 5.004 2.372 0.46
H -3.106 3.958 4.518 0.42
H -1.022 2.632 4.672 0.54
H 0.395 2.325 2.688 0.51
```

Properties
gap between HOMO and LUMO = 8.1264 eV
energy relative to the best compared isomer or geometry (same formula, charge and spin) = 0.0 kcal/mol
calculated total energy = -106274.859 eV
charge = +1